(1)
{
  "formula": "C30H56I2NO10S",
  "method": "ωB97M-V with the def2-TZVPD basis set",
  "elements": ["C", "C", "I", "C", "I", "C", "N", "S", "C", "O", "O", "C", "O", "O", "H", "H", "H", "H", "H", "H", "H", "H", "C", "C", "C", "O", "C", "H", "H", "H", "H", "H", "H", "H", "H", "C", "C", "C", "O", "C", "H", "H", "H", "H", "H", "H", "H", "H", "C", "C", "C", "O", "C", "H", "H", "H", "H", "H", "H", "H", "H", "C", "C", "C", "O", "C", "H", "H", "H", "H", "H", "H", "H", "H", "C", "C", "C", "O", "C", "H", "H", "H", "H", "H", "H", "H", "H", "C", "C", "C", "O", "C", "H", "H", "H", "H", "H", "H", "H", "H"],
  "coordinates": [[-0.5879, 0.4614, -2.4563], [-0.9227, 1.7552, -3.3238], [-1.8809, 1.4589, -5.2555], [-0.6623, 3.0783, -2.8997], [-1.1986, 4.7817, -4.1911], [0.0459, 3.4051, -1.5055], [1.2779, 4.2167, -1.8185], [2.6567, 3.1772, -1.8829], [3.0377, 2.7132, -0.1082], [2.4277, 1.9148, -2.6832], [3.8257, 3.8967, -2.5463], [-0.9159, 4.0820, -0.4217], [-0.8141, 5.2711, 0.0209], [-1.9291, 3.2832, 0.1245], [-1.1143, 0.5879, -1.4427], [-0.9432, -0.4763, -3.0222], [0.5218, 0.3003, -2.2390], [0.4324, 2.4273, -1.0238], [1.4175, 4.9833, -1.1381], [2.3464, 1.8559, 0.2376], [2.8133, 3.6477, 0.5346], [4.1426, 2.4282, 0.0239], [2.1361, -1.6245, -0.6619], [3.3616, -2.1335, 0.0640], [3.4823, -1.1469, 1.2094], [2.1528, -0.7132, 1.5256], [1.2664, -1.1489, 0.4848], [1.6478, -2.3779, -1.2826], [2.4078, -0.7772, -1.3009], [3.1704, -3.1388, 0.4552], [4.2567, -2.1746, -0.5593], [4.0617, -0.2650, 0.9150], [3.9452, -1.5877, 2.0959], [0.6558, -1.9663, 0.8855], [0.6048, -0.3284, 0.1978], [-4.1224, -0.2217, 1.9235], [-2.9444, -1.1476, 2.1314], [-2.7361, -1.7096, 0.7398], [-3.1504, -0.6974, -0.1855], [-3.8496, 0.3290, 0.5377], [-4.2079, 0.5584, 2.6821], [-5.0534, -0.8003, 1.9200], [-2.0670, -0.5690, 2.4352], [-3.1190, -1.9202, 2.8807], [-3.3615, -2.5946, 0.5704], [-1.6936, -1.9772, 0.5480], [-3.2003, 1.2101, 0.5811], [-4.7645, 0.5969, 0.0039], [-5.1868, -2.2438, -4.9082], [-5.2178, -2.2515, -3.3936], [-3.8553, -2.8219, -3.0530], [-2.9670, -2.4261, -4.1016], [-3.7377, -1.8949, -5.1855], [-5.8895, -1.5404, -5.3587], [-5.4116, -3.2451, -5.2920], [-5.2965, -1.2253, -3.0202], [-6.0408, -2.8321, -2.9723], [-3.8782, -3.9176, -3.0267], [-3.4743, -2.4580, -2.0959], [-3.5880, -0.8122, -5.1970], [-3.3771, -2.3099, -6.1299], [-2.6294, -1.0980, 6.8357], [-1.4512, -2.0230, 7.0428], [-1.2431, -2.5848, 5.6500], [-1.6595, -1.5693, 4.7263], [-2.3575, -0.5467, 5.4499], [-2.7150, -0.3184, 7.5947], [-3.5594, -1.6766, 6.8322], [-0.5734, -1.4432, 7.3470], [-1.6257, -2.7968, 7.7928], [-1.8670, -3.4687, 5.4802], [-0.2014, -2.8518, 5.4568], [-1.7087, 0.3346, 5.4937], [-3.2729, -0.2791, 4.9172], [0.0002, -4.7782, 1.1598], [-0.4130, -6.2333, 1.1624], [-0.7352, -6.4672, 2.6256], [-1.2052, -5.2194, 3.1515], [-0.9338, -4.1840, 2.1951], [-0.0861, -4.2982, 0.1831], [1.0386, -4.6865, 1.4963], [-1.3152, -6.3636, 0.5555], [0.3548, -6.9094, 0.7817], [0.1598, -6.7530, 3.1892], [-1.4977, -7.2367, 2.7695], [-1.8854, -3.8863, 1.7454], [-0.5021, -3.3180, 2.7024], [6.3008, 7.1480, -3.6050], [7.6507, 6.7308, -3.0649], [7.4986, 7.0129, -1.5825], [6.1147, 6.8259, -1.2645], [5.3692, 6.7206, -2.4883], [6.0514, 6.6925, -4.5649], [6.2688, 8.2367, -3.7236], [7.7999, 5.6584, -3.2278], [8.4894, 7.2647, -3.5163], [7.7600, 8.0506, -1.3464], [8.1099, 6.3505, -0.9644], [5.0625, 5.6767, -2.6055], [4.4729, 7.3421, -2.4280]],
  "lumo_ev": 2.2,
  "homo_ev": -4.952,
  "total_energy_ha": -2977.28042,
  "orbital_gap_ev": 7.144,
  "charge": -1,
  "mol_weight_da": 876.65
}

(2)
{
  "formula": "C30H57BN11SW",
  "method": "ωB97M-V with the def2-TZVPD basis set",
  "elements": ["W", "C", "C", "N", "C", "C", "N", "C", "C", "N", "H", "H", "H", "H", "H", "H", "H", "H", "H", "H", "H", "H", "H", "H", "H", "C", "C", "C", "C", "C", "N", "N", "B", "N", "N", "C", "C", "C", "C", "C", "N", "N", "C", "C", "C", "C", "C", "H", "H", "H", "H", "H", "H", "H", "H", "H", "H", "H", "H", "H", "H", "H", "H", "H", "H", "H", "H", "H", "H", "C", "C", "C", "C", "N", "C", "S", "N", "C", "C", "C", "C", "H", "H", "H", "H", "H", "H", "H", "H", "H", "H", "H", "H", "H", "H", "H", "H", "H", "H", "H", "H"],
  "coordinates": [[1.6480, 1.0605, -0.0743], [1.9673, 3.2772, 2.1527], [2.1378, 4.0429, 0.8304], [2.5704, 3.1117, -0.2495], [4.0732, 3.0571, -0.2798], [4.6008, 1.6838, -0.6383], [3.8646, 0.6417, 0.1323], [4.3920, 0.5285, 1.5232], [3.7549, 1.5640, 2.4238], [2.3417, 1.8370, 2.0067], [2.5617, 3.7194, 2.9539], [0.9248, 3.3057, 2.4722], [1.1965, 4.4921, 0.5319], [2.8667, 4.8516, 0.9189], [2.2515, 3.5004, -1.1365], [4.4546, 3.8060, -0.9760], [4.4214, 3.3599, 0.7025], [4.4651, 1.4578, -1.6907], [5.6713, 1.6292, -0.4226], [4.0473, -0.2528, -0.3273], [4.1832, -0.4751, 1.8762], [5.4782, 0.6489, 1.5107], [3.7502, 1.2081, 3.4565], [4.3082, 2.4994, 2.4287], [1.7619, 1.3367, 2.6794], [-1.0839, 3.6018, -0.3897], [-1.1562, 2.3345, -1.1648], [-2.1485, 1.9682, -2.0618], [-1.7763, 0.7316, -2.5673], [-2.4702, -0.1046, -3.5864], [-0.6198, 0.3803, -1.9841], [-0.2168, 1.3698, -1.1240], [0.3196, -0.7964, -2.3549], [1.6124, -0.1522, -2.8961], [2.1153, 0.9895, -2.3030], [2.7972, 1.6370, -3.2992], [3.4244, 3.0004, -3.3282], [2.7903, 0.8643, -4.4464], [2.0250, -0.2494, -4.1679], [1.6408, -1.3623, -5.0789], [0.6821, -1.6582, -1.1481], [1.3497, -1.0929, -0.1008], [1.6328, -2.1056, 0.7569], [2.3144, -1.9654, 2.0773], [1.1397, -3.2936, 0.2442], [0.5397, -2.9758, -0.9656], [-0.1353, -3.8769, -1.9412], [-2.0742, 4.0463, -0.3115], [-0.4554, 4.3331, -0.9014], [-0.7131, 3.4332, 0.6225], [-3.0162, 2.5409, -2.3324], [-3.4280, 0.3462, -3.8357], [-2.6451, -1.1171, -3.2245], [-1.8842, -0.1742, -4.5019], [-0.1904, -1.4655, -3.1884], [2.9119, 3.7709, -2.7587], [3.3840, 3.3433, -4.3616], [4.4792, 2.9914, -3.0546], [3.2455, 1.1178, -5.3857], [2.2981, -1.3600, -5.9448], [0.6181, -1.2442, -5.4340], [1.7203, -2.3286, -4.5870], [2.2430, -0.9557, 2.4800], [3.3580, -2.2726, 2.0145], [1.8530, -2.6384, 2.8010], [1.2136, -4.2682, 0.6902], [-0.1632, -4.8877, -1.5421], [0.4003, -3.9027, -2.8893], [-1.1561, -3.5561, -2.1443], [-6.1347, -2.4431, 0.8305], [-6.2269, -0.9267, 0.7121], [-4.9737, -0.2065, 1.2043], [-3.7820, -0.4535, 0.2889], [-2.5565, 0.2075, 0.7625], [-1.4900, -0.2985, 1.3449], [-0.1698, 0.8243, 1.7604], [-1.3581, -1.5420, 1.7540], [-2.3658, -2.5897, 2.0132], [-1.9724, -3.3522, 3.2713], [-1.8256, -2.4726, 4.5133], [-3.0575, -1.6241, 4.8015], [-7.0500, -2.9168, 0.4819], [-5.9897, -2.7446, 1.8693], [-5.3197, -2.8629, 0.2369], [-7.0732, -0.5702, 1.2975], [-6.4345, -0.6388, -0.3215], [-4.7345, -0.5341, 2.2203], [-5.1534, 0.8697, 1.2629], [-3.9803, -0.0385, -0.7002], [-3.5678, -1.5110, 0.1526], [-2.5345, 1.2139, 0.6484], [-0.4535, -1.7383, 2.1574], [-2.4190, -3.2584, 1.1513], [-3.3336, -2.1145, 2.1448], [-1.0545, -3.9178, 3.0839], [-2.7531, -4.0961, 3.4427], [-0.9475, -1.8222, 4.4216], [-1.6175, -3.1219, 5.3642], [-3.1892, -0.8248, 4.0683], [-2.9874, -1.1519, 5.7777], [-3.9626, -2.2313, 4.7985]],
  "lumo_ev": [-8.8, -9.0],
  "homo_ev": [-16.644, -16.938],
  "total_energy_ha": -2269.08576,
  "s_squared": 2.018,
  "spin_multiplicity": 3,
  "orbital_gap_ev": [7.864, 7.967],
  "charge": 3,
  "mol_weight_da": 798.58
}

Q: charge of number 2 (C30H57BN11SW)?
A: +3

Q: Which value of charge does entry 2 give?
A: +3

Q: Which of these has the highest charge?
A: C30H57BN11SW